{
  "formula": "C23H22ClN3O3S",
  "method": "ωB97M-V/def2-TZVPD",
  "elements": ["O", "C", "N", "C", "N", "C", "C", "C", "C", "C", "C", "H", "H", "C", "N", "C", "C", "H", "O", "C", "C", "H", "H", "H", "H", "H", "H", "H", "H", "H", "H", "H", "H", "S", "H", "C", "C", "C", "C", "C", "C", "C", "C", "C", "C", "H", "H", "H", "Cl", "H", "O", "H", "H"],
  "positions_angstrom": [[2.393, 0.991, -0.215], [2.019, -0.080, -0.050], [0.658, -0.607, -0.223], [-0.317, 0.027, -0.674], [0.023, 1.324, -1.140], [-0.905, 2.222, -1.423], [-0.308, 3.493, -1.566], [-1.223, 4.435, -2.355], [-2.571, 4.221, -2.566], [-3.102, 3.096, -2.260], [-2.500, 1.863, -1.705], [-2.826, 0.889, -1.632], [-4.012, 2.947, -2.562], [-3.539, 5.415, -2.954], [-4.060, 6.241, -2.114], [-3.192, 7.104, -1.043], [-2.654, 6.574, 0.158], [-2.206, 7.190, 0.844], [-4.010, 5.998, 0.784], [-4.657, 5.021, 0.240], [-5.100, 5.614, -1.261], [-5.710, 4.815, -1.592], [-5.936, 6.426, -0.860], [-5.483, 4.703, 0.939], [-4.119, 4.022, -0.330], [-2.149, 5.675, -0.130], [-2.227, 7.542, -1.779], [-3.991, 7.946, -0.950], [-2.784, 6.075, -3.483], [-4.239, 5.087, -3.552], [-0.873, 5.394, -2.493], [0.655, 3.589, -1.674], [0.782, 1.581, -0.839], [-1.576, -0.894, -0.707], [0.711, -1.648, 0.106], [2.820, -1.257, 0.550], [4.359, -1.095, 0.624], [4.735, -2.275, 1.543], [3.634, -3.174, 1.297], [3.429, -4.666, 1.790], [2.253, -4.990, 1.681], [2.059, -6.552, 2.187], [3.224, -7.246, 2.464], [4.527, -6.555, 2.564], [4.571, -5.405, 2.120], [5.518, -4.654, 2.208], [5.266, -7.026, 2.932], [3.057, -8.029, 2.701], [0.440, -7.235, 1.663], [1.404, -4.701, 1.247], [2.552, -2.468, 0.758], [5.721, -2.597, 1.544], [4.815, -0.088, 0.522]],
  "forces_ev_per_angstrom": [[2.2, 4.4, -0.7], [-3.4, -7.9, 1.8], [10.6, -3.9, 3.9], [-1.5, 4.3, -2.7], [-10.3, -8.3, -1.8], [-4.7, 1.6, -1.3], [-10.1, 0.8, -3.6], [1.5, -2.5, 3.4], [2.4, 5.7, -0.2], [2.4, -9.3, 3.5], [5.7, 7.7, -1.0], [-0.9, -1.4, 0.1], [-5.6, -0.8, -1.3], [9.9, -1.5, -2.7], [-3.2, 3.3, 9.6], [-0.5, 4.1, -7.4], [-4.6, -4.9, -0.4], [0.8, 1.4, 1.6], [4.9, 3.5, 3.7], [-0.6, -3.5, -6.5], [-3.3, 2.4, 4.1], [-0.2, -0.7, -1.7], [2.1, -1.3, -1.5], [0.6, 0.2, -1.2], [-0.4, 2.0, 2.9], [1.0, -0.5, 0.5], [-2.7, -1.0, 2.0], [1.9, -1.2, 0.4], [-0.8, -0.7, -0.6], [-3.5, -1.9, -3.6], [1.0, 2.0, -0.7], [5.2, 0.7, 0.1], [10.1, 3.8, 3.6], [-5.4, -1.8, -0.7], [-1.4, 2.8, -1.2], [8.7, 6.1, -2.2], [-4.7, -0.7, 3.7], [-4.3, 0.7, -5.7], [2.0, 0.9, 1.8], [6.2, 7.5, -2.4], [-5.9, -10.5, 3.0], [1.1, 3.2, -3.1], [1.1, 18.0, -4.2], [-7.1, -5.1, -0.3], [3.6, 10.2, -1.0], [-2.0, -2.4, -0.3], [5.3, -3.5, 2.4], [-2.5, -18.0, 5.2], [2.0, 0.4, 1.1], [-2.9, 2.2, -1.4], [-1.2, -5.0, 1.9], [1.6, -0.6, 0.9], [-0.1, -1.1, 0.0]],
  "multiplicity": 1,
  "largest_force_ev_per_a": 18.9,
  "homo_energy_ev": -7.6990,
  "total_energy_ev": -58159.4379,
  "orbital_gap_ha": 0.262
}

---

{
  "formula": "C20H22ClNO3",
  "method": "ωB97M-V/def2-TZVPD",
  "elements": ["O", "C", "N", "H", "C", "H", "H", "C", "C", "C", "C", "C", "C", "C", "H", "H", "Cl", "H", "H", "H", "H", "C", "C", "C", "C", "C", "C", "H", "H", "O", "C", "C", "H", "O", "C", "C", "H", "H", "C", "H", "H", "H", "H", "H", "H", "H", "H"],
  "positions_angstrom": [[-1.108, 2.545, 2.597], [-0.852, 1.359, 2.509], [-0.139, 0.697, 3.462], [0.218, -0.219, 3.244], [0.518, 1.409, 4.530], [-0.116, 2.260, 4.786], [0.605, 0.742, 5.391], [1.910, 1.921, 4.111], [2.773, 0.779, 3.661], [3.555, 0.075, 4.568], [4.305, -1.015, 4.168], [4.267, -1.414, 2.841], [3.493, -0.730, 1.919], [2.752, 0.362, 2.334], [2.152, 0.900, 1.614], [3.471, -1.048, 0.888], [5.199, -2.781, 2.332], [4.915, -1.554, 4.876], [3.583, 0.386, 5.603], [2.363, 2.433, 4.960], [1.777, 2.636, 3.298], [-1.297, 0.522, 1.362], [-1.509, -0.853, 1.452], [-1.924, -1.566, 0.349], [-2.129, -0.926, -0.877], [-1.922, 0.446, -0.974], [-1.521, 1.153, 0.143], [-1.368, 2.220, 0.083], [-2.054, 0.963, -1.910], [-2.540, -1.735, -1.893], [-2.868, -1.175, -3.143], [-1.639, -0.713, -3.958], [-0.738, -0.973, -3.382], [-1.653, 0.702, -4.127], [-1.542, 1.031, -5.500], [-0.922, -0.191, -6.172], [-1.147, -0.241, -7.235], [0.159, -0.189, -6.033], [-1.563, -1.318, -5.367], [-0.990, -2.241, -5.382], [-2.568, -1.517, -5.742], [-0.934, 1.933, -5.581], [-2.541, 1.236, -5.912], [-3.555, -0.329, -3.027], [-3.386, -1.984, -3.666], [-2.104, -2.628, 0.407], [-1.384, -1.370, 2.393]],
  "forces_ev_per_angstrom": [[0.0, 0.3, -0.1], [0.0, -0.3, 0.1], [0.0, -0.2, 0.1], [-0.1, 0.1, -0.1], [0.0, 0.3, 0.1], [0.1, -0.1, 0.1], [0.0, 0.1, 0.0], [-0.3, -0.2, 0.1], [0.0, 0.1, 0.0], [0.0, 0.0, -0.1], [0.0, -0.1, -0.1], [-0.1, 0.2, 0.1], [0.1, -0.1, 0.0], [0.1, 0.0, 0.1], [-0.1, 0.1, -0.1], [0.0, -0.1, -0.1], [0.1, -0.2, -0.1], [0.1, -0.1, 0.0], [0.0, 0.0, 0.1], [0.0, 0.1, 0.0], [0.0, 0.1, 0.0], [-0.1, 0.1, -0.3], [0.0, 0.1, -0.1], [0.0, -0.1, -0.2], [0.0, -0.1, 0.2], [-0.1, -0.2, -0.3], [0.1, 0.0, 0.3], [0.0, 0.1, 0.0], [0.0, 0.0, -0.1], [0.1, -0.1, 0.4], [0.1, 0.2, -0.4], [0.0, -0.4, 0.2], [-0.1, 0.0, -0.1], [0.0, 0.0, 0.1], [0.0, 0.1, -0.4], [-0.1, 0.1, 0.2], [0.0, 0.0, -0.1], [0.0, 0.0, 0.0], [0.0, 0.3, 0.1], [0.0, -0.1, 0.0], [0.0, -0.1, 0.0], [-0.1, 0.0, -0.1], [0.1, 0.0, 0.0], [0.0, -0.1, 0.0], [0.0, 0.1, 0.0], [0.0, -0.1, 0.0], [0.0, 0.0, 0.1]],
  "multiplicity": 1,
  "smiles": "O=C(NCCc1ccc(Cl)cc1)c1ccc(OC[C@H]2CCCO2)cc1",
  "largest_force_ev_per_a": 0.5,
  "homo_energy_ev": -8.5966,
  "total_energy_ev": -41252.5771,
  "orbital_gap_ha": 0.342
}

---

Q: Which value of multiplicity does entry 1 give?
A: 1

---

Q: Which value of multiplicity does entry 2 give?
A: 1

---

Q: Look up the multiplicity of the first one.
A: 1